# 1
C25H29N3O4 in the gas phase. Source: OMol25; level of theory: ωB97M-V/def2-TZVPD.

Properties
Frontier orbital gap: 0.3107 hartree
Energy above the lowest of the compared OMol25 structures with the same formula, charge and spin: 283.28 kJ/mol

ORCA input file:
```
! RIJCOSX wB97M-V def2-TZVPD def2/J DEFGRID3
* xyz 0 1
C -5.0402 -0.2158 5.0753
C -4.7796 0.3609 3.7194
C -3.7882 -0.1765 2.9133
C -3.5111 0.3573 1.6602
C -4.2312 1.4582 1.1857
C -5.2226 1.9890 1.9996
C -5.4973 1.4503 3.2422
H -6.2719 1.8898 3.8537
H -5.7815 2.8462 1.6526
C -3.9385 2.0874 -0.1471
H -4.6286 1.7214 -0.9101
H -4.0677 3.1656 -0.0832
H -2.9214 1.8828 -0.4751
C -2.4650 -0.2652 0.8310
C -1.1770 -0.3758 1.2247
C -0.5701 0.1709 2.4285
O -1.0793 0.8273 3.3087
C 0.8976 -0.2588 2.3747
O 1.7308 -0.0937 3.2395
N 1.0875 -0.8884 1.1924
C 2.2994 -1.6002 0.8453
C 3.5481 -0.7172 0.8785
H 4.4244 -1.3627 0.9429
C 3.6601 0.2011 -0.3353
N 3.5820 -0.5052 -1.6060
C 3.5734 0.4332 -2.7172
H 2.7487 1.1358 -2.5849
C 3.3865 -0.3259 -4.0297
O 4.4114 -1.2723 -4.2242
C 4.4505 -2.1726 -3.1449
C 4.6682 -1.4508 -1.8143
H 4.6722 -2.1894 -1.0127
H 5.6474 -0.9396 -1.8338
H 5.2729 -2.8610 -3.3477
H 3.5048 -2.7343 -3.0952
H 3.4357 0.3588 -4.8780
H 2.4068 -0.8256 -4.0206
H 4.5186 1.0048 -2.7619
H 4.5993 0.7780 -0.2553
H 2.8297 0.9130 -0.3218
H 3.5251 -0.1072 1.7813
H 2.1722 -2.0062 -0.1596
H 2.4318 -2.4234 1.5584
C -0.0974 -0.9888 0.3666
C 0.0304 -0.2147 -0.9246
C -0.0168 -0.8398 -2.1635
N 0.0246 -0.1899 -3.3122
C 0.1189 1.1273 -3.2837
C 0.1896 1.8582 -2.1058
C 0.1462 1.1711 -0.9051
H 0.1878 1.6990 0.0385
H 0.2714 2.9342 -2.1278
H 0.1412 1.6156 -4.2489
H -0.1070 -1.9161 -2.2381
H -0.3135 -2.0410 0.1346
O -2.8227 -0.7599 -0.3750
H -3.7642 -0.6053 -0.5301
H -3.2157 -1.0234 3.2602
H -5.1588 -1.2964 5.0181
H -5.9344 0.2145 5.5186
H -4.1938 -0.0083 5.7289
*
```

***

# 2
C14H24N2O2 in the gas phase. Source: OMol25; level of theory: ωB97M-V/def2-TZVPD.

Properties
Frontier orbital gap: 0.3765 hartree
Energy above the lowest of the compared OMol25 structures with the same formula, charge and spin: 13.57 kJ/mol

ORCA input file:
```
! RIJCOSX wB97M-V def2-TZVPD def2/J DEFGRID3
* xyz 0 1
O -0.0930 -2.2257 -0.5715
C -0.1200 -1.1246 -0.0444
N -1.1889 -0.5039 0.4507
H -1.0169 0.4115 0.8493
C -2.5389 -1.0294 0.4166
C -3.3534 -0.4072 1.5503
C -3.7674 1.0503 1.3425
C -4.8589 1.2074 0.2823
C -4.3358 1.4119 -1.1419
H -5.1502 1.1881 -1.8349
H -4.0749 2.4636 -1.2814
C -3.1126 0.5698 -1.5137
H -2.2033 1.0563 -1.1579
C -3.1419 -0.8658 -0.9886
H -4.1610 -1.2524 -0.9890
H -2.5483 -1.4953 -1.6546
H -3.0450 0.5450 -2.6036
H -5.5033 0.3268 0.3141
H -5.4854 2.0663 0.5330
H -2.9050 1.6658 1.0842
H -4.1508 1.4188 2.2969
H -4.2540 -1.0073 1.6958
H -2.7604 -0.4842 2.4655
H -2.4499 -2.1083 0.6043
C 1.1537 -0.2846 0.1261
O 1.1174 0.8119 0.6626
N 2.2142 -0.9133 -0.3842
H 1.9976 -1.8248 -0.7726
C 3.5819 -0.4457 -0.3867
C 4.1586 -0.2147 1.0137
H 3.4456 0.3777 1.5866
H 4.3550 -1.1445 1.5457
C 5.4261 0.5900 0.7351
H 6.2531 -0.0883 0.5197
H 5.7107 1.2020 1.5891
C 5.1038 1.4445 -0.5068
H 5.8881 1.3382 -1.2561
H 5.0338 2.5004 -0.2508
C 3.7615 0.9289 -1.0436
H 2.9476 1.5720 -0.7117
H 3.7380 0.8717 -2.1308
H 4.1785 -1.1960 -0.9145
*
```

***

# 3
A gas-phase ion, C5H15N2O (charge +1) at a distorted geometry. Source: OMol25; level of theory: ωB97M-V/def2-TZVPD.

Properties
Frontier orbital gap: 0.3614 hartree
Energy above the lowest of the compared OMol25 structures with the same formula, charge and spin: 303.11 kJ/mol

ORCA input file:
```
! RIJCOSX wB97M-V def2-TZVPD def2/J DEFGRID3
* xyz 1 1
N 1.3419 0.5148 -1.5571
C 0.0419 0.9604 -1.1672
C -1.0994 0.2915 -2.0701
O -0.2504 -0.2547 -3.0727
C -0.4557 0.6806 0.2964
N 0.7183 0.2859 1.1107
C 0.5052 -1.1042 1.7457
C -0.3076 -0.8826 3.0802
H 1.9364 1.2204 -2.0310
H 1.9111 0.1879 -0.6704
H 1.1782 -0.4751 -2.1500
H -0.0527 2.0213 -1.5093
H -1.6334 -0.6238 -1.6908
H -1.8020 1.0848 -2.4343
H -0.8745 -0.7101 -3.7577
H -0.9515 1.6520 0.5864
H -1.2298 -0.1029 0.4284
H 0.9053 1.1436 1.7710
H 1.5331 -1.5097 1.9947
H 0.0156 -1.7826 1.0234
H -0.7956 -1.9210 3.2848
H 0.3946 -0.5703 3.8737
H -1.0290 -0.1064 2.9152
*
```

***

# 4
4 unconnected molecules or ions with the total composition C16H24BCl6F3NO2. Source: OMol25; level of theory: ωB97M-V/def2-TZVPD.

Properties
Frontier orbital gap: 0.3044 hartree

ORCA input file:
```
! RIJCOSX wB97M-V def2-TZVPD def2/J DEFGRID3
* xyz 1 1
O 0.3131 -0.6009 1.8599
B 0.3816 -0.5931 0.4865
O 0.3044 -1.7360 -0.2417
C 0.5681 0.8230 -0.2616
C -0.7000 1.6013 -0.2350
C -0.7360 2.8463 0.4179
C -1.9069 3.5695 0.4150
N -3.0109 3.0798 -0.1817
C -3.0348 1.8876 -0.8145
C -4.3295 1.4525 -1.4231
C -4.7931 0.0882 -0.8048
C -6.1389 0.1660 -0.1928
F -7.1869 0.2103 -1.0272
C -6.3784 0.1733 1.1092
F -5.4244 0.4579 1.9769
F -7.5035 -0.1264 1.6816
C -1.8628 1.1470 -0.8529
H -0.5929 -0.7973 2.1331
H 0.2394 -1.5265 -1.1798
H 1.3598 1.3786 0.2333
H 0.8716 0.7071 -1.3048
H 0.1336 3.2474 0.9086
H -1.9703 4.5342 0.8924
H -3.8556 3.6351 -0.1707
H -4.2783 1.4098 -2.5056
H -5.0880 2.1795 -1.1427
H -4.8615 -0.6613 -1.5902
H -4.1159 -0.2390 -0.0242
H -1.8548 0.2012 -1.3737
Cl 3.6604 0.8002 -2.2968
C 3.4052 0.8216 -4.0601
C 1.9526 1.0255 -4.4056
Cl 0.9389 -0.3774 -3.9482
H 3.7915 -0.1110 -4.4626
H 3.9964 1.6415 -4.4631
H 1.8432 1.1584 -5.4800
H 1.5474 1.9014 -3.9053
Cl 0.2330 -5.9914 3.9031
C 0.7629 -4.2939 3.8347
C -0.2973 -3.3493 4.3369
Cl -1.7045 -3.2805 3.2362
H 1.0382 -4.0688 2.8073
H 1.6500 -4.2087 4.4601
H 0.1093 -2.3414 4.4004
H -0.6601 -3.6386 5.3194
Cl 7.7852 -0.7847 -1.2602
C 6.9915 -1.1765 0.2852
C 6.1415 -0.0405 0.7941
Cl 7.1155 1.3597 1.3067
H 7.7658 -1.4427 0.9998
H 6.3666 -2.0508 0.1095
H 5.5768 -0.3702 1.6653
H 5.4420 0.3029 0.0358
*
```